(one)
Density functional theory data (ωB97M-V with the def2-TZVPD basis set) for one molecule with the formula C7H6.

Structure (XYZ):
```
13
Properties=species:S:1:pos:R:3
C 1.0460 0.8417 -0.5409
C 2.2555 1.2474 -0.7489
C -0.3127 0.8954 -1.2767
C 0.2256 -0.9229 1.5553
C -0.9771 0.2082 -0.0705
C -0.3536 -1.1278 0.1724
C 0.3640 0.1718 0.5771
H -0.6323 1.9200 -1.4535
H -0.3267 0.3302 -2.2046
H -0.4650 -0.7533 2.3725
H 1.0988 -1.5024 1.8307
H -1.9209 0.5157 0.3497
H -0.0016 -1.8240 -0.5626
```

Properties
HOMO-LUMO gap in eV: 8.27
E_LUMO in eV: -0.5

Results of the Mulliken charge analysis, in e, for atoms 1 through 5:
1. C -0.10
2. C -0.25
3. C -0.53
4. C -0.36
5. C -0.26

***

(two)
Density functional theory data (ωB97M-V with the def2-TZVPD basis set) for a 2-piece molecular cluster, C7H6 overall.

Structure (XYZ):
```
13
Properties=species:S:1:pos:R:3
C 0.9694 0.6894 -2.5161
C 1.2592 -0.2713 -1.9277
C -0.2799 -0.3299 0.8360
C -1.2280 0.3842 1.1890
C 1.9167 -1.3785 -1.2821
C 1.4953 -1.8018 -0.1489
C -2.0839 1.2314 1.9484
H 0.5539 1.3063 -3.3129
H 2.6798 -1.8949 -1.8799
H 1.6029 -2.4478 0.7419
H -2.5047 0.6757 2.7432
H -2.9406 1.7564 1.2109
H -1.4403 2.0808 2.3980
```

Properties
HOMO-LUMO gap (spin up / spin down) in eV: 7.76 / 7.77
E_LUMO (spin up / spin down) in eV: -1.0 / -1.0

Results of the Mulliken charge analysis, in e, for atoms 1 through 5:
1. C 0.35
2. C -0.52
3. C -0.04
4. C -0.15
5. C -0.39

***

It is (two) that is the least stable of them.

***

(one)
Density functional theory data (ωB97M-V with the def2-TZVPD basis set) for one molecule with the formula C7H6.

Structure (XYZ):
```
13
Properties=species:S:1:pos:R:3
C -1.5143 -0.8116 1.0897
C -1.8662 -0.1696 0.0473
C 0.2224 0.3128 -0.5465
C 0.9476 1.0401 -1.4673
C -0.0653 -0.9573 1.6955
C -1.2892 0.4054 -1.0626
C 0.8248 -0.3215 0.6769
H 1.9440 0.8620 -1.5899
H 0.5082 1.6760 -2.2694
H 0.0858 -0.4664 2.6459
H 0.0728 -2.1603 1.8778
H -1.7028 0.5809 -2.0140
H 1.8321 0.0094 0.9166
```

Properties
HOMO-LUMO gap (spin up / spin down) in eV: 7.38 / 6.82
E_LUMO (spin up / spin down) in eV: -0.5 / -0.6

Results of the Mulliken charge analysis, in e, for atoms 1 through 5:
1. C -0.57
2. C 0.24
3. C 1.01
4. C -0.98
5. C -0.07

***

(two)
Density functional theory data (ωB97M-V with the def2-TZVPD basis set) for one molecule with the formula C7H6.

Structure (XYZ):
```
13
Properties=species:S:1:pos:R:3
C -1.1010 -1.0686 0.0027
C -2.4487 -0.3924 -0.0433
C -0.0733 -0.2281 -0.0379
C 0.0934 1.1893 0.0937
C -2.7417 0.8805 0.0311
C 1.2089 0.3835 -0.0026
C 2.6219 0.2252 0.0164
H -0.9342 -2.1406 0.3010
H -3.2929 -1.1693 0.1310
H -2.3080 1.7939 -0.4022
H 3.0944 1.2439 -0.3873
H 2.7544 -0.7277 -0.6291
H 3.1268 0.0104 0.9265
```

Properties
HOMO-LUMO gap (spin up / spin down) in eV: 7.85 / 6.40
E_LUMO (spin up / spin down) in eV: -0.4 / -1.8

Results of the Mulliken charge analysis, in e, for atoms 1 through 5:
1. C -0.46
2. C -0.06
3. C 0.39
4. C -0.77
5. C -0.40

***

It is (two) that is the least stable of them.

***

(one)
Density functional theory data (ωB97M-V with the def2-TZVPD basis set) for a 2-piece molecular cluster, C3H10N2 overall.

Structure (XYZ):
```
15
Properties=species:S:1:pos:R:3
C -1.9372 -0.0939 -0.0230
C 1.7026 0.7845 0.0550
C -0.5859 0.2881 -0.5724
N 0.7143 -1.2929 0.5716
N 0.4375 0.0612 0.2701
H -2.4735 0.7937 0.1244
H -2.3973 -0.9142 -0.5474
H -1.6294 -0.4907 0.9903
H 1.9700 1.4323 0.9088
H 2.5742 0.0784 -0.1915
H 1.5873 1.2897 -0.8351
H -0.3236 -0.2679 -2.0238
H -0.6376 1.3760 -0.8646
H 1.1779 -1.3123 1.5139
H -0.1794 -1.7319 0.6236
```

Properties
HOMO-LUMO gap in eV: 8.73
E_LUMO in eV: 1.1

Results of the Mulliken charge analysis, in e, for atoms 1 through 5:
1. C -0.92
2. C -1.06
3. C -0.47
4. N -0.77
5. N 0.41

***

(two)
Density functional theory data (ωB97M-V with the def2-TZVPD basis set) for one molecule with the formula C3H10N2.

Structure (XYZ):
```
15
Properties=species:S:1:pos:R:3
C 1.6100 1.7977 0.2351
N 0.5458 0.8608 0.4770
C 0.1040 -0.2190 -0.3920
C -1.3980 -0.5580 -0.2545
N -1.6732 -1.9614 0.0268
H 2.5122 1.3607 0.7669
H 1.2069 2.6935 0.8621
H 1.8325 2.0244 -0.7912
H 0.5915 0.5851 1.4808
H 0.3495 -0.0357 -1.5241
H 0.5933 -1.1394 -0.1866
H -1.7781 -0.0765 0.6544
H -1.8592 -0.2629 -1.1543
H -0.7568 -2.3823 0.5206
H -1.8807 -2.6870 -0.7210
```

Properties
SMILES: CNCCN
HOMO-LUMO gap in eV: 9.37
E_LUMO in eV: 1.2

Results of the Mulliken charge analysis, in e, for atoms 1 through 5:
1. C -0.80
2. N -0.28
3. C -0.50
4. C -0.34
5. N -0.64

***

(three)
Density functional theory data (ωB97M-V with the def2-TZVPD basis set) for C3H10N2 as an isolated structure.

Structure (XYZ):
```
15
Properties=species:S:1:pos:R:3
C -0.8805 0.3399 -0.1577
C 0.6092 0.9754 -1.0562
C -0.8781 -1.7107 1.1051
N -1.0495 -1.0545 -0.1820
N 1.7425 0.9915 -0.1648
H 0.0542 -0.6358 -0.5686
H 1.6439 1.6941 0.5574
H 2.6203 1.1383 -0.6488
H -1.6855 0.8392 -0.6985
H -0.7292 0.8479 0.8083
H 0.2493 1.9548 -1.3977
H 0.8313 0.3720 -1.9410
H -1.6642 -2.4645 1.1828
H -0.9538 -1.0685 1.9974
H 0.0900 -2.2192 1.1644
```

Properties
HOMO-LUMO gap in eV: 9.32
E_LUMO in eV: 1.1

Results of the Mulliken charge analysis, in e, for atoms 1 through 5:
1. C -0.42
2. C -0.87
3. C -0.67
4. N -0.52
5. N -0.49

***

(four)
Density functional theory data (ωB97M-V with the def2-TZVPD basis set) for a 2-piece molecular cluster, C3H10N2 overall.

Structure (XYZ):
```
15
Properties=species:S:1:pos:R:3
C -2.0001 1.0960 1.6100
N -1.3687 0.5872 0.5969
C -2.0679 -0.6122 0.0634
H -1.3439 1.4951 2.4446
H -3.1088 1.1331 1.5365
H -2.5186 -0.5010 -0.9207
H -2.8869 -0.8730 0.8506
H -1.3954 -1.4851 -0.0315
C 2.6388 0.1962 -1.3208
N 2.3056 -0.8850 -0.2508
H 2.7014 -0.2663 -2.3261
H 3.5586 0.5536 -1.1247
H 1.9949 1.1188 -1.3119
H 2.1618 -0.3355 0.6209
H 1.3292 -1.2220 -0.4362
```

Properties
SMILES: C=NC.CN
HOMO-LUMO gap in eV: 10.07
E_LUMO in eV: 0.7

Results of the Mulliken charge analysis, in e, for atoms 1 through 5:
1. C -0.40
2. N -0.24
3. C -0.70
4. H 0.23
5. H 0.34

***

It is (three) that is the least stable of them.

***

(one)
Density functional theory data (ωB97M-V with the def2-TZVPD basis set) for one molecule with the formula C7H15NO2.

Structure (XYZ):
```
25
Properties=species:S:1:pos:R:3
C 2.3332 -1.8662 -0.0367
C 2.0129 -0.5765 -0.0376
C 3.0294 0.5069 -0.2092
N 0.4548 0.1082 0.1691
C -0.5435 -0.7595 -0.1768
O -0.5911 -1.1871 -1.4781
O -0.7560 -1.7839 0.7036
C -1.9666 0.4268 0.0293
C -2.1235 0.8070 1.4825
C -1.9522 1.6040 -0.9191
H 3.3707 -2.1795 0.0120
H 1.6277 -2.6816 0.0442
H 4.0485 0.1141 -0.1705
H 2.9261 1.2508 0.5829
H 2.8958 1.0170 -1.1659
H 0.4741 0.9624 -0.3685
H -0.1337 -2.0361 -1.5485
H 0.0163 -1.8794 1.2767
H -2.7334 -0.2873 -0.2745
H -2.1247 -0.0798 2.1141
H -3.0751 1.3224 1.6423
H -1.3193 1.4694 1.8033
H -1.2025 2.3407 -0.6250
H -1.7458 1.2772 -1.9373
H -2.9221 2.1098 -0.9123
```

Properties
SMILES: C=C(C)NC(O)(O)C(C)C
HOMO-LUMO gap in eV: 9.59
E_LUMO in eV: 0.8

Results of the Mulliken charge analysis, in e, for atoms 1 through 5:
1. C -1.22
2. C 1.02
3. C -1.35
4. N -0.31
5. C 0.27

***

(two)
Density functional theory data (ωB97M-V with the def2-TZVPD basis set) for C7H15NO2 as an isolated structure.

Structure (XYZ):
```
25
Properties=species:S:1:pos:R:3
C -1.8775 1.0174 0.0839
C -1.2627 -1.8565 -0.6660
C -1.8150 1.5683 -1.1701
C -0.6983 -0.8786 0.3503
O -0.7129 -1.1230 1.5355
H -1.3889 1.5076 0.9154
H -2.7118 0.3776 0.3424
H -2.3002 -2.0701 -0.4137
H -1.2204 -1.4436 -1.6777
H -0.7086 -2.7936 -0.6226
H -0.2469 0.8510 -1.6131
H -2.5315 1.2876 -1.9310
H -1.3013 2.5058 -1.3457
C 1.6193 0.9314 1.8638
C 1.8357 -1.2427 -0.2293
N 1.2170 1.0431 0.4726
C 0.8853 -0.0583 -0.3238
O 0.6164 0.2815 -1.6014
H 1.2120 1.9412 0.0146
H 2.5840 0.4242 1.9613
H 0.8828 0.3681 2.4353
H 1.7102 1.9349 2.2773
H 2.8324 -0.9101 -0.5274
H 1.8688 -1.6408 0.7817
H 1.5121 -2.0224 -0.9123
```

Properties
HOMO-LUMO gap in eV: 7.31
E_LUMO in eV: 0.0

Results of the Mulliken charge analysis, in e, for atoms 1 through 5:
1. C -0.42
2. C -1.37
3. C -0.83
4. C 0.72
5. O -0.58

***

(three)
Density functional theory data (ωB97M-V with the def2-TZVPD basis set) for a 2-piece molecular cluster, C7H15NO2 overall.

Structure (XYZ):
```
25
Properties=species:S:1:pos:R:3
C 1.7853 0.8788 -0.7670
C 0.2684 1.0056 -0.6539
C -0.1182 1.7453 0.6166
C -0.3667 1.5247 -1.9727
C -0.6808 0.0712 -2.3824
C -0.4804 -0.3559 -0.9211
C 0.2675 -1.6299 -0.6223
O 0.7069 -2.3651 -1.4881
O 0.5026 -1.9001 0.6596
H 2.0855 0.3279 -1.6697
H 2.2377 1.8801 -0.8136
H 2.2056 0.3577 0.1070
H 0.3103 2.7591 0.6094
H -1.2100 1.8399 0.7053
H 0.2598 1.2247 1.5085
H -1.2786 2.1065 -1.7784
H 0.2909 2.1061 -2.6338
H -1.6662 -0.1306 -2.8207
H 0.0943 -0.3569 -3.0306
H -1.4308 -0.3601 -0.3690
H 0.0457 -1.2779 1.3261
N -1.1838 -2.4644 3.9533
H -1.4689 -1.8753 4.7330
H -0.6150 -3.2176 4.3358
H -0.5610 -1.8936 3.3688
```

Properties
SMILES: CC1(C)CC[C@H]1C(=O)O.N
HOMO-LUMO gap in eV: 10.52
E_LUMO in eV: 0.4

Results of the Mulliken charge analysis, in e, for atoms 1 through 5:
1. C -1.74
2. C 1.55
3. C -1.62
4. C -0.88
5. C -0.85

***

(four)
Density functional theory data (ωB97M-V with the def2-TZVPD basis set) for a 2-piece molecular cluster, C7H15NO2 overall.

Structure (XYZ):
```
25
Properties=species:S:1:pos:R:3
C 3.8000 0.1431 6.9654
C 2.3440 -0.1042 6.6060
C 2.0512 -0.0829 5.0832
C 2.1167 -1.6281 5.0689
C 1.8800 -1.5867 6.5889
N 2.4808 -2.5924 7.4561
C 3.7461 -3.2158 7.1062
C 1.9414 -2.7945 8.7201
O 2.4693 -3.4300 9.6220
H 4.4858 -0.3835 6.2859
H 4.0252 1.2163 6.8907
H 4.0166 -0.1796 7.9945
H 1.7027 0.5441 7.2201
H 1.0444 0.2917 4.8586
H 2.7797 0.4475 4.4555
H 1.3875 -2.1824 4.4640
H 3.1266 -1.9708 4.8103
H 0.7977 -1.6026 6.7781
H 3.6630 -3.7223 6.1361
H 4.5599 -2.4808 7.0611
H 3.9912 -3.9600 7.8693
H 1.0228 -2.1949 8.8765
O 0.5978 -4.8169 6.5107
H 1.3156 -4.1414 6.6428
H -0.1299 -4.3206 6.1231
```

Properties
SMILES: C[C@H]1CC[C@H]1N(C)C=O.O
HOMO-LUMO gap in eV: 10.08
E_LUMO in eV: 0.7

Results of the Mulliken charge analysis, in e, for atoms 1 through 5:
1. C -1.61
2. C 0.41
3. C -0.76
4. C -0.76
5. C -0.56

***

It is (two) that is the least stable of them.